[1]
A single C14H16Cl2N2O2 molecule. Source: the Open Molecules 2025 dataset; level of theory: ωB97M-V with the def2-TZVPD basis set.

The strongest force on any atom is 0.47 eV Å⁻¹. The calculation puts the HOMO energy at -9.04 eV. The gap between HOMO and LUMO is 9.5 eV. Its total charge is 0. The LUMO energy comes out at 0.4 eV.

The geometry in XYZ format:
```
36
C14H16Cl2N2O2 (ωB97M-V with the def2-TZVPD basis set)
O -0.38475 -3.15115 -0.44647
C 0.00796 -2.16443 0.13743
N -0.76418 -1.46847 1.00841
C -2.17532 -1.73382 1.14895
C -3.02566 -0.47879 0.94867
C -2.73369 0.24823 -0.36930
N -1.52963 1.03992 -0.33539
C -1.38757 2.19070 0.52782
C -0.23440 2.98292 -0.10003
C 0.54734 1.92461 -0.87566
C -0.48968 0.85420 -1.18038
O -0.40766 -0.02405 -2.00775
C 1.38603 -1.61230 -0.04607
C 1.96889 -1.74233 -1.30258
C 3.21625 -1.20712 -1.55427
C 3.90474 -0.54710 -0.54602
Cl 5.45645 0.13072 -0.86294
C 3.33843 -0.43874 0.72102
Cl 4.18796 0.36633 1.99126
C 2.08185 -0.96767 0.96963
H -0.40997 -0.61960 1.41678
H -2.41717 -2.48839 0.39573
H -2.37910 -2.15614 2.14104
H -4.07431 -0.77784 0.95557
H -2.87356 0.20980 1.78304
H -2.60298 -0.47553 -1.17790
H -3.57964 0.90377 -0.61207
H -2.32071 2.76046 0.56111
H -1.13918 1.88253 1.55259
H 0.36944 3.48941 0.64996
H -0.62900 3.73184 -0.78698
H 0.99688 2.29724 -1.79312
H 1.33789 1.47225 -0.27301
H 1.41477 -2.24832 -2.07622
H 3.66469 -1.29205 -2.53113
H 1.67857 -0.89112 1.96828
```


[2]
A single C24H23ClN2 molecule. Source: the Open Molecules 2025 dataset; level of theory: ωB97M-V with the def2-TZVPD basis set.

The strongest force on any atom is 3.09 eV Å⁻¹. The calculation puts the HOMO energy at -7.64 eV. The gap between HOMO and LUMO is 7.6 eV. As for the energy above the lowest of the compared OMol25 structures with the same formula, charge and spin: 12.2 kJ/mol. Its total charge is 0. The LUMO energy comes out at 0.0 eV.

The geometry in XYZ format:
```
50
C24H23ClN2 (ωB97M-V with the def2-TZVPD basis set)
C 4.43787 -3.67561 1.04490
C 3.17067 -3.39675 0.18323
C 2.48353 -4.64329 -0.41079
C 1.01220 -4.39545 -0.74445
C 0.72637 -3.58071 -2.01215
N 1.22629 -2.16518 -1.81067
C 0.45364 -1.20026 -1.35044
C -0.98695 -1.33760 -1.07224
C -1.78735 -0.26211 -0.72157
N -1.24315 0.99590 -0.54932
C -2.14145 2.05026 -0.24343
C -2.59622 2.86071 -1.30034
C -3.30956 4.03772 -1.05399
C -3.72749 4.33359 0.21511
C -3.37988 3.51238 1.30631
C -3.76497 3.86285 2.61920
C -3.33187 3.08407 3.67416
C -2.56429 1.93300 3.46078
C -2.19270 1.58742 2.16179
C -2.58277 2.34232 1.04374
C 0.12430 1.21321 -0.77221
C 0.67577 2.48976 -0.54461
C 2.01298 2.74478 -0.73035
Cl 2.61193 4.39288 -0.51361
C 2.85074 1.72805 -1.17315
C 2.38527 0.43417 -1.38937
C 0.99622 0.15606 -1.15553
H 4.94794 -2.74974 1.29542
H 5.09884 -4.25543 0.42399
H 4.25185 -4.15727 2.05075
H 2.44100 -2.85211 0.79633
H 3.42475 -2.76469 -0.68763
H 2.55222 -5.42939 0.32609
H 3.00746 -4.89209 -1.35363
H 0.53806 -3.96502 0.13734
H 0.55260 -5.38053 -0.88364
H -0.33584 -3.59694 -2.32052
H 1.27476 -4.06734 -2.82560
H -1.51512 -2.28098 -1.27007
H -2.88105 -0.34220 -0.57405
H -2.30010 2.63322 -2.32855
H -3.64875 4.66492 -1.87053
H -4.34169 5.21673 0.36758
H -4.33313 4.77576 2.81290
H -3.57989 3.39818 4.68234
H -2.18911 1.34913 4.30204
H -1.53830 0.73112 2.02480
H 0.06328 3.30810 -0.18296
H 3.88046 1.91413 -1.45549
H 3.07062 -0.35970 -1.62792
```


[3]
A molecular structure, C8H6BiBr2Cl2O6Se4. Source: the Open Molecules 2025 dataset; level of theory: ωB97M-V with the def2-TZVPD basis set.

The strongest force on any atom is 0.47 eV Å⁻¹. The calculation puts the HOMO energy at -5.14 eV. The gap between HOMO and LUMO is 7.4 eV. As for the energy above the lowest of the compared OMol25 structures with the same formula, charge and spin: 9.7 kJ/mol. Its total charge is -1. The LUMO energy comes out at 2.2 eV.

The geometry in XYZ format:
```
29
C8H6BiBr2Cl2O6Se4 (ωB97M-V with the def2-TZVPD basis set)
Bi -0.72964 -0.45340 -1.34260
Br -0.89768 -0.33665 -4.77272
C 0.48358 1.00502 -4.83090
Br 0.21498 2.36142 -3.49012
H 0.44852 1.47819 -5.80200
H 1.42270 0.51061 -4.61530
O 3.94349 -1.31029 -1.90286
Cl 2.56318 -0.95547 -1.73209
O 2.41877 0.07540 -0.72131
O 2.00727 -0.45932 -2.98686
O 1.78645 -2.11782 -1.32024
Cl 1.11374 1.10473 5.89134
C 0.47120 0.58410 4.34969
C 0.07743 -0.74625 4.17751
C -0.43102 -1.16600 2.97556
C -0.57210 -0.28619 1.87445
O -1.11360 -0.77058 0.79191
C -0.16346 1.05442 2.07275
C -0.26404 2.07967 1.05301
O -0.60701 1.92843 -0.10543
C 0.34891 1.46665 3.31391
H 0.17935 -1.44166 5.00080
H -0.73809 -2.19232 2.82463
H -0.00008 3.09664 1.39874
H 0.64849 2.50029 3.44301
Se -3.25117 0.39706 -1.68567
Se -4.30303 -1.29786 -0.48442
Se -3.69510 -3.05822 -1.84283
Se -1.36205 -3.05062 -1.53196
```


[4]
3 unconnected molecules or ions with the total composition C5H14O2. Source: the Open Molecules 2025 dataset; level of theory: ωB97M-V with the def2-TZVPD basis set.

The strongest force on any atom is 4.45 eV Å⁻¹. The calculation puts the HOMO energy at -8.17 eV. The gap between HOMO and LUMO is 9.0 eV. As for the energy above the lowest of the compared OMol25 structures with the same formula, charge and spin: 185.6 kJ/mol. Its total charge is 0. The LUMO energy comes out at 0.8 eV.

The geometry in XYZ format:
```
21
C5H14O2 (ωB97M-V with the def2-TZVPD basis set)
C 1.60372 -1.46658 -0.12867
C 0.52326 -0.40831 0.05800
C 0.25672 0.60467 -0.91937
C -0.54688 1.81612 -0.36860
C 1.15012 0.70005 -2.12516
H 1.86877 -1.54543 -1.14245
H 1.31007 -2.43321 0.18096
H 2.56039 -1.40614 0.45772
H -0.14274 -0.37187 0.95792
H -0.08832 2.90389 -0.47269
H -1.50449 1.82247 -0.86197
H -0.60163 1.66721 0.66646
H 2.19951 0.84851 -1.60928
H 1.24928 -0.29891 -2.54544
H 1.02699 1.54243 -2.77235
O 0.92258 -0.97341 4.19030
H 1.74722 -1.40303 4.13557
H 0.71160 -1.13773 5.09719
O -4.76837 -0.37851 -0.64656
H -5.40973 0.28977 -0.81987
H -4.06803 -0.37198 -1.33169
```


[5]
A single C5H7NO2S molecule. Source: the Open Molecules 2025 dataset; level of theory: ωB97M-V with the def2-TZVPD basis set.

The strongest force on any atom is 4.44 eV Å⁻¹. The calculation puts the HOMO energy at -9.01 eV. The gap between HOMO and LUMO is 9.6 eV. As for the energy above the lowest of the compared OMol25 structures with the same formula, charge and spin: 129.5 kJ/mol. Its total charge is 0. The LUMO energy comes out at 0.6 eV.

The geometry in XYZ format:
```
16
C5H7NO2S (ωB97M-V with the def2-TZVPD basis set)
C -1.31082 2.04035 1.38390
C -0.01659 1.61145 1.37979
S 0.34175 0.04473 1.84154
N 0.55862 -0.48258 0.33619
C -0.48712 -0.54307 -0.64523
C 0.13437 -1.57035 -1.64616
O 1.58078 -1.57789 -1.35062
C 1.75685 -0.91581 -0.14420
O 2.82136 -0.85768 0.44942
H -1.64339 3.02288 1.15113
H -2.14573 1.25257 1.48553
H 0.79117 2.28980 1.18531
H -1.44103 -0.89100 -0.28547
H -0.59762 0.40716 -1.10320
H -0.23722 -2.59576 -1.33722
H -0.10537 -1.23480 -2.70072
```


[6]
2 unconnected molecules or ions with the total composition C2H2Br3P. Source: the Open Molecules 2025 dataset; level of theory: ωB97M-V with the def2-TZVPD basis set.

The strongest force on any atom is 1.95 eV Å⁻¹. The calculation puts the HOMO energy at -9.62 eV. The gap between HOMO and LUMO is 9.5 eV. As for the energy above the lowest of the compared OMol25 structures with the same formula, charge and spin: 125.3 kJ/mol. Its total charge is 0. The LUMO energy comes out at -0.2 eV.

The geometry in XYZ format:
```
8
C2H2Br3P (ωB97M-V with the def2-TZVPD basis set)
C -0.59490 0.93044 0.21641
C 0.25098 0.47773 0.96968
P 1.56694 -0.43067 1.79919
Br 2.12438 -1.64503 0.06680
Br 0.47118 -1.82137 3.09243
H -1.19077 1.64719 -0.30520
Br -1.11940 1.07301 -2.99525
H -1.50842 -0.23130 -2.84405
```